The following is a DFT calculation (the ωB97M-V functional and the def2-TZVPD basis) of one molecule with the formula C3H6O4.

```
13
C3H6O4 the ωB97M-V functional and the def2-TZVPD basis
C 0.850 -0.405 1.137
C 0.705 -0.445 -0.352
C -0.701 0.037 -0.795
O 1.703 0.462 -0.658
O 1.086 0.747 1.618
O -1.027 1.322 -0.330
O -1.624 -0.929 -0.343
H 1.443 1.239 0.603
H -1.131 1.285 0.632
H -2.502 -0.698 -0.671
H 1.026 -1.273 1.775
H 0.853 -1.466 -0.729
H -0.681 0.125 -1.887
```

Computed properties:
Frontier orbital gap: 8.320 eV
ΔE to the lowest compared entry with this formula, charge and spin: 331.2 kJ/mol
Total charge: 0
Maximum force: 1.9 eV Å⁻¹
Total energy: -11395.261 eV
E_HOMO: -9.10 eV


The following is a DFT calculation (the ωB97M-V functional and the def2-TZVPD basis) of one molecule with the formula C3H6O4.

```
13
C3H6O4 the ωB97M-V functional and the def2-TZVPD basis
C 2.050 -0.339 0.316
C -0.307 -0.520 -0.228
C -2.139 0.962 0.156
O 0.918 0.003 -0.123
O 3.087 0.481 0.067
O -0.383 -1.853 0.117
O -1.279 0.202 -0.789
H 2.390 -1.367 0.768
H -2.898 0.411 0.700
H -2.585 1.688 -0.703
H -1.382 1.513 0.855
H 2.749 1.245 -0.435
H -0.221 -2.425 -0.702
```

Computed properties:
Frontier orbital gap (alpha / beta): 6.652 / 7.100 eV
ΔE to the lowest compared entry with this formula, charge and spin: 584.9 kJ/mol
Total charge: 0
Maximum force: 5.2 eV Å⁻¹
Total energy: -11392.631 eV
E_HOMO (alpha / beta): -6.07 / -6.43 eV


The following is a DFT calculation (the ωB97M-V functional and the def2-TZVPD basis) of C3H6O4S as an isolated structure.

```
14
C3H6O4S the ωB97M-V functional and the def2-TZVPD basis
C 0.676 0.860 0.663
C 1.055 -0.359 -0.225
C -0.779 1.084 0.405
O -1.060 -1.369 -1.372
O 0.148 -2.681 0.292
O -1.206 -0.634 0.906
O -1.143 1.122 -0.907
S -0.361 -1.409 -0.075
H 0.709 0.691 1.689
H 1.217 1.835 0.302
H 1.205 -0.107 -1.323
H 2.032 -0.950 0.091
H -1.449 1.727 0.939
H -1.043 0.189 -1.386
```

Computed properties:
Frontier orbital gap: 11.503 eV
ΔE to the lowest compared entry with this formula, charge and spin: 185.0 kJ/mol
Total charge: 0
Maximum force: 4.1 eV Å⁻¹
Total energy: -22231.434 eV
E_HOMO: -11.09 eV


Question: Number 2 is which compound?
Answer: C3H6O4


Question: Look up the total charge of the third one.
Answer: 0


Question: Number 1 is which compound?
Answer: C3H6O4